# 1
9
Properties=species:S:1:pos:R:3 method="wB97M-V/def2-TZVPD" relative_energy_kcal_mol=20.1 orbital_gap_ev=10.1 smiles="NCOP=O"
N 0.72960 0.08711 0.33034
C -0.49609 -0.46569 -0.23374
O -0.61370 -1.85367 0.03933
P 0.61897 -2.93263 0.27742
O -0.14809 -4.05618 0.72270
H 0.66135 0.57132 1.29101
H 1.03274 0.94187 -0.30108
H -1.53576 -0.05439 -0.00813
H -0.61326 -0.36451 -1.27348

---

# 2
9
Properties=species:S:1:pos:R:3 method="wB97M-V/def2-TZVPD" relative_energy_kcal_mol=189.3 orbital_gap_ev=9.1
C 0.23869 -0.11009 -0.24467
N 0.15658 0.28792 -1.39617
O 0.20671 0.32173 -2.52834
O -1.11536 1.52628 -1.13563
P -0.56579 1.40577 0.50928
H 1.07186 -0.84608 0.02767
H 1.06408 -1.55203 1.95052
H 0.52592 -1.41234 1.69589
H -1.58270 0.37884 1.12146

---

# 3
9
Properties=species:S:1:pos:R:3 method="wB97M-V/def2-TZVPD" relative_energy_kcal_mol=141.7 orbital_gap_ev=8.5 smiles="O=NO.C=P"
O 2.34661 -0.66045 0.60131
N 1.38137 -0.11312 1.01835
O 1.74880 1.14537 1.65061
H 0.81661 1.53401 1.80425
C -1.38409 -0.45538 -1.57961
P -0.66890 0.24981 -0.22729
H -2.33171 -1.06693 -1.79289
H -0.93064 -0.03302 -2.36431
H -0.97804 -0.60028 0.88958

---

# 4
9
Properties=species:S:1:pos:R:3 method="wB97M-V/def2-TZVPD" relative_energy_kcal_mol=57.5 charge=-1 orbital_gap_ev="8.3 / 8.3"
C 1.82519 -0.14407 0.16641
N -2.16751 0.80699 -0.03286
O 2.23656 -1.33853 0.00571
O 2.43687 0.90726 0.37762
Si 0.00716 -0.62726 -0.00074
H -2.21483 1.16625 -0.90829
H -1.80036 1.58508 0.50226
H -0.00286 -1.07974 -1.37095
H -0.32022 -1.27599 1.26084

---

# 5
9
Properties=species:S:1:pos:R:3 method="wB97M-V/def2-TZVPD" relative_energy_kcal_mol=180.4 charge=-1 orbital_gap_ev=7.3 smiles=CN([O-])OO
C -0.01401 -0.38573 0.42275
N 0.15478 1.06655 0.45599
O -0.68331 1.71170 -0.34546
O 1.61795 1.25599 -0.27476
O 1.20436 1.66568 -1.55117
H 1.01949 -0.75609 0.30759
H -0.49081 -0.79946 1.27265
H -0.51082 -0.75602 -0.63558
H 0.17352 1.82801 -1.34104

---

# 6
9
Properties=species:S:1:pos:R:3 method="wB97M-V/def2-TZVPD" relative_energy_kcal_mol=54.9 charge=+1 orbital_gap_ev=12.3 smiles=[NH3+]C1(O)OO1
N 0.45989 -0.39478 0.00284
C -0.88967 -0.15496 -0.51495
O -1.00767 1.36170 0.14752
O -1.91595 -1.10128 -0.54372
O -1.40957 -0.39762 -1.68244
H 0.63422 -1.34761 -0.18846
H 0.30625 -0.31677 1.03231
H 1.10433 0.46016 -0.12014
H -1.89551 1.61168 -0.20934

---

Number 1: molar mass 93.0 g/mol. Number 2: molar mass 93.0 g/mol. Number 3: molar mass 93.0 g/mol. Number 4: molar mass 90.1 g/mol. Number 5: molar mass 78.0 g/mol. Number 6: molar mass 78.0 g/mol.